Below is ClH3NOPS in the gas phase, with properties calculated with ωB97M-V/def2-TZVPD.

Computed properties:
- LUMO: 0.011 Eh
- E: -1331.61404 a.u.
- SMILES: N[P@](O)(=S)Cl
- Strongest force on any atom: 3.26 eV/Å

Bonds (Å) are listed after each position.
Positions of all 8 atoms, in Å:
1 N -0.244 -0.070 -0.955  P2 1.652, H6 1.022, H7 1.001
2 P 0.748 -0.902 0.071  N1 1.652, O3 1.540, S4 1.945, Cl5 2.175
3 O 0.364 -0.251 1.413  P2 1.540, H8 1.004
4 S 2.622 -0.779 -0.437  P2 1.945
5 Cl -0.120 -2.853 0.483  P2 2.175
6 H -1.124 0.007 -0.441  N1 1.022
7 H -0.237 -0.439 -1.885  N1 1.001
8 H 0.561 -0.977 2.077  O3 1.004



Below is C4H5N3 in the gas phase, with properties calculated with ωB97M-V/def2-TZVPD.

Computed properties:
- LUMO: 0.030 Eh
- E: -319.68915 a.u.
- SMILES: Nc1cncnc1
- Strongest force on any atom: 1.75 eV/Å

Bonds (Å) are listed after each position.
Positions of all 12 atoms, in Å:
1 N -2.011 0.005 -0.095  C2 1.389, H8 1.025, H9 1.021
2 C -0.622 0.020 -0.057  N1 1.389, C3 1.380, C7 1.406
3 C 0.121 -1.143 -0.056  C2 1.380, N4 1.325, H10 1.113
4 N 1.445 -1.198 -0.040  C3 1.325, C5 1.327
5 C 2.046 -0.015 -0.027  N4 1.327, N6 1.338, H11 1.081
6 N 1.468 1.191 -0.036  C5 1.338, C7 1.338
7 C 0.131 1.207 -0.081  C2 1.406, N6 1.338, H12 1.081
8 H -2.503 0.807 0.310  N1 1.025
9 H -2.465 -0.894 0.072  N1 1.021
10 H -0.384 -2.132 0.009  C3 1.113
11 H 3.127 -0.017 0.007  C5 1.081
12 H -0.353 2.171 -0.006  C7 1.081